Record 1
C77H167Br3N13O7 | wB97M-V/def2-TZVPD

```
267
Properties=species:S:1:pos:R:3:mulliken_charge:R:1
C 7.476 7.399 22.960 -1.08
C 8.466 6.373 22.477 0.88
C 9.870 6.753 22.316 -0.12
C 10.153 8.124 22.429 -0.81
C 8.389 4.888 29.583 -0.53
C 7.589 5.641 28.738 0.91
N 7.176 5.133 27.521 -0.09
O 6.252 4.193 27.488 -0.26
C 7.777 7.143 28.926 -1.42
C 6.935 4.942 30.119 -0.77
C 7.919 4.926 22.315 -1.11
H 6.510 7.420 22.458 0.34
H 7.863 8.434 22.965 0.29
H 7.387 7.082 24.013 0.27
H 20.862 10.192 17.953 -0.35
H 10.595 5.904 21.993 0.32
H 9.517 8.962 22.528 0.25
H 11.173 8.179 22.274 0.31
H 8.888 5.760 30.218 0.30
H 8.763 3.835 29.536 0.35
H 7.148 7.872 28.392 0.36
H 8.881 7.257 28.791 0.45
H 7.810 7.348 30.042 0.39
H 7.055 5.166 31.269 0.35
H 6.540 3.934 30.043 0.37
H 6.309 5.734 29.786 0.45
H 6.971 4.825 22.761 0.36
H 8.661 4.144 22.535 0.38
H 7.806 4.976 21.174 0.32
C 19.942 23.050 19.448 -1.34
C 18.423 23.129 19.731 0.95
C 17.674 24.355 19.110 -0.89
C 17.397 24.260 17.612 -0.68
C 16.750 22.935 17.216 -1.17
C 17.650 21.716 17.517 1.24
N 17.857 21.879 19.058 1.00
O 17.529 21.111 19.811 -0.45
C 18.962 21.742 16.763 -1.54
C 16.853 20.389 17.371 -1.72
C 18.177 23.098 21.247 -1.63
H 20.335 21.998 19.520 0.27
H 20.328 23.663 20.283 0.47
H 20.157 23.461 18.465 0.35
H 18.331 25.251 19.235 0.32
H 16.702 24.543 19.492 0.46
H 18.340 24.479 17.029 0.28
H 16.678 25.026 17.348 0.43
H 16.355 22.865 16.193 0.48
H 15.848 22.833 17.781 0.49
H 19.363 22.744 16.716 0.28
H 18.785 21.304 15.802 0.46
H 19.748 21.083 17.177 0.29
H 15.902 20.641 17.894 0.39
H 17.340 19.547 17.824 0.58
H 16.668 20.012 16.347 0.37
H 18.681 24.026 21.548 0.47
H 18.611 22.200 21.682 0.42
H 17.132 23.076 21.504 0.44
C 16.217 10.651 28.736 -1.45
C 17.405 11.444 29.200 1.27
C 18.685 10.912 28.521 -1.07
C 19.891 11.885 28.646 -0.87
C 19.543 13.149 27.853 -1.22
C 18.331 13.886 28.390 1.60
N 17.215 12.852 28.726 0.94
O 16.085 13.240 28.438 -0.33
C 17.826 14.898 27.333 -1.46
C 18.600 14.566 29.785 -1.67
C 17.389 11.644 30.746 -1.82
H 15.787 10.863 27.763 0.29
H 15.397 10.783 29.508 0.39
H 16.492 9.560 28.710 0.36
H 18.436 10.768 27.470 0.47
H 18.988 9.855 28.875 0.41
H 20.806 11.433 28.255 0.42
H 20.154 12.141 29.630 0.38
H 19.463 12.902 26.788 0.44
H 20.435 13.821 27.881 0.40
H 17.370 14.342 26.508 0.17
H 18.747 15.412 26.966 0.41
H 17.105 15.607 27.788 0.30
H 18.744 15.617 29.539 0.50
H 19.549 14.225 30.099 0.37
H 17.849 14.341 30.535 0.27
H 18.365 11.864 31.202 0.33
H 17.054 10.698 31.115 0.53
H 16.579 12.282 31.103 0.43
C 17.823 13.048 13.022 -1.29
C 19.261 13.114 13.385 -0.21
N 20.143 13.658 12.249 0.19
C 20.295 14.968 11.870 -0.57
C 21.152 14.962 10.825 -0.30
N 21.558 13.693 10.674 0.10
C 20.918 12.892 11.504 -0.12
C 22.427 13.168 9.558 -0.86
H 17.694 12.465 12.121 0.39
H 17.321 13.987 12.852 0.36
H 17.299 12.628 13.894 0.38
H 19.637 12.102 13.642 0.35
H 19.457 13.756 14.229 0.07
H 19.851 15.782 12.412 0.51
H 21.505 15.804 10.242 0.45
H 21.025 11.845 11.494 0.47
H 23.007 12.288 9.907 0.36
H 23.156 13.961 9.319 0.33
H 21.814 12.950 8.705 0.35
C 27.632 27.258 26.887 -1.05
C 26.750 28.007 27.869 -0.41
N 25.689 27.114 28.469 0.13
C 24.351 27.140 28.336 -0.31
C 23.798 26.088 29.027 -0.24
N 24.819 25.431 29.590 0.10
C 25.983 26.038 29.245 -0.20
C 24.729 24.151 30.299 -0.81
H 28.305 26.544 27.385 0.34
H 28.311 27.972 26.366 0.36
H 26.962 26.700 26.200 0.32
H 26.232 28.771 27.336 0.32
H 27.349 28.543 28.580 0.31
H 23.882 27.834 27.651 0.39
H 22.777 25.781 29.161 0.41
H 26.975 25.656 29.450 0.37
H 25.200 24.050 31.282 0.33
H 25.129 23.351 29.649 0.36
H 23.688 23.876 30.471 0.29
C 7.083 31.426 25.925 -1.08
C 7.839 30.222 25.380 -0.44
N 7.032 29.035 25.518 0.21
C 5.890 28.774 24.758 -0.58
C 5.451 27.523 25.052 -0.18
N 6.217 27.010 26.079 0.11
C 7.181 27.984 26.328 -0.07
C 6.118 25.638 26.530 -0.78
H 6.235 31.668 25.294 0.35
H 7.706 32.321 26.054 0.36
H 6.685 31.191 26.934 0.33
H 8.823 30.144 25.861 0.35
H 8.061 30.402 24.338 0.28
H 5.593 29.359 23.896 0.38
H 4.655 26.934 24.658 0.45
H 7.970 27.884 27.101 0.35
H 6.307 25.598 27.617 0.34
H 6.833 24.990 26.088 0.35
H 5.089 25.274 26.321 0.28
C 17.666 14.769 21.951 -1.42
C 16.459 14.361 21.081 -0.24
N 15.298 15.360 20.910 0.61
C 15.928 16.614 20.531 -1.56
C 14.430 14.830 19.861 -0.36
C 13.670 13.593 20.364 -1.44
C 14.734 15.506 22.231 -0.39
C 13.767 16.711 22.358 -0.98
O 12.817 16.505 21.342 -0.10
C 11.543 17.048 21.644 -0.91
H 18.350 13.945 21.925 0.50
H 17.572 15.015 23.026 0.33
H 18.337 15.469 21.449 0.37
H 16.056 13.557 21.643 0.33
H 16.811 14.245 20.048 0.35
H 15.127 17.290 20.252 0.38
H 16.506 16.455 19.662 0.65
H 16.552 16.975 21.363 0.22
H 15.122 14.580 19.060 0.61
H 13.799 15.655 19.536 0.45
H 14.353 12.879 20.858 0.36
H 13.400 13.063 19.425 0.36
H 12.733 13.655 20.877 0.37
H 15.541 15.554 22.891 0.49
H 14.145 14.599 22.416 0.19
H 14.234 17.762 22.328 0.25
H 13.281 16.563 23.373 0.49
H 10.836 16.808 20.810 0.24
H 11.525 18.127 21.735 0.29
H 11.182 16.504 22.533 0.35
C 14.636 17.838 27.945 -1.03
C 15.420 19.084 28.128 -0.69
N 15.226 19.878 29.453 0.56
C 15.813 21.204 29.321 -0.95
C 13.775 20.051 29.761 -0.45
C 12.890 20.610 28.645 -1.44
C 15.880 19.128 30.574 -0.69
C 15.730 19.490 31.990 -0.76
O 16.505 20.620 32.251 -0.27
C 16.638 20.850 33.645 -0.77
H 15.283 17.388 27.169 0.18
H 13.598 18.061 27.651 0.36
H 14.743 17.093 28.723 0.31
H 15.187 19.712 27.296 0.54
H 16.480 18.913 28.164 0.38
H 16.749 21.085 28.843 0.42
H 15.975 21.816 30.247 0.21
H 15.217 21.742 28.585 0.42
H 13.770 20.698 30.615 0.46
H 13.463 19.014 30.106 0.43
H 11.857 20.569 28.969 0.41
H 13.018 20.091 27.704 0.33
H 13.075 21.681 28.542 0.40
H 16.896 19.086 30.307 0.41
H 15.470 18.139 30.423 0.41
H 16.066 18.626 32.594 0.49
H 14.636 19.635 32.267 0.35
H 15.633 20.954 34.140 0.32
H 17.208 21.841 33.855 0.23
H 17.083 20.016 34.169 0.33
C 22.208 16.932 18.126 -0.97
C 22.589 16.503 16.724 -0.12
N 23.702 15.405 16.667 0.48
C 23.302 14.173 17.414 -1.24
C 24.034 14.968 15.284 -0.56
C 23.059 14.105 14.455 -1.20
C 24.935 15.922 17.257 -0.77
C 25.759 16.828 16.414 -0.82
O 25.034 17.909 15.954 -0.31
C 25.758 18.693 14.967 -0.80
H 21.776 15.997 18.560 0.31
H 21.430 17.715 18.052 0.23
H 23.039 17.311 18.782 0.30
H 22.937 17.348 16.137 0.38
H 21.760 16.049 16.190 0.14
H 22.305 13.829 17.081 0.40
H 23.256 14.270 18.475 0.40
H 24.103 13.466 17.179 0.45
H 25.008 14.447 15.327 0.50
H 24.184 15.886 14.773 0.22
H 22.887 13.161 14.987 0.41
H 23.664 13.921 13.548 0.43
H 22.129 14.652 14.197 0.19
H 25.608 15.051 17.418 0.41
H 24.710 16.265 18.255 0.48
H 26.278 16.341 15.611 0.51
H 26.574 17.174 17.052 0.51
H 25.673 18.123 14.087 0.35
H 26.800 18.755 15.275 0.32
H 25.416 19.714 14.817 0.24
C 12.866 14.712 15.385 -1.33
C 12.544 14.589 13.940 -0.53
N 11.130 14.197 13.543 0.25
C 10.198 15.230 14.039 -1.28
C 11.053 14.078 12.018 -0.28
C 11.353 15.399 11.311 -1.17
C 10.623 12.917 14.121 -0.69
C 11.388 11.682 13.764 -0.65
O 12.559 11.636 14.587 -0.28
C 12.945 10.245 14.838 -0.82
H 12.330 15.519 15.951 0.34
H 13.859 15.073 15.359 0.56
H 12.891 13.753 15.968 0.25
H 13.216 13.795 13.631 0.45
H 12.716 15.493 13.335 0.33
H 10.279 15.365 15.073 0.43
H 9.210 15.060 13.632 0.45
H 10.439 16.186 13.680 0.48
H 9.965 13.961 11.817 0.27
H 11.647 13.238 11.747 0.31
H 11.335 15.185 10.249 0.46
H 12.378 15.802 11.535 0.32
H 10.560 16.150 11.413 0.35
H 9.613 12.847 13.629 0.46
H 10.392 13.038 15.183 0.39
H 11.653 11.574 12.684 0.33
H 10.709 10.899 13.993 0.64
H 14.031 10.210 14.721 0.23
H 12.354 9.684 14.133 0.42
H 12.596 10.084 15.825 0.30
Br 18.571 15.233 16.845 -0.88
Br 15.866 18.204 24.287 -0.78
Br 15.663 12.734 25.209 -0.76
```

Properties
* molecular weight: 1626.98 g/mol
* energy: -326301.5750 eV
* highest occupied orbital energy: -11.9 eV
* gap between HOMO and LUMO: 0.98 eV
* max |F|: 0.1268 Eh/bohr
* charge: +7
* LUMO energy: -10.91 eV

Record 2
C5H15N3 | wB97M-V/def2-TZVPD

```
23
Properties=species:S:1:pos:R:3:mulliken_charge:R:1
C -1.686 -0.230 2.278 -0.88
N -0.500 0.388 1.703 -0.51
C -0.114 -0.140 0.402 0.40
C 1.384 0.000 0.245 -0.78
N 2.075 -0.936 1.127 -0.53
C -0.909 0.529 -0.730 -0.89
C -0.657 -0.091 -2.093 -0.70
N 0.352 0.525 -2.945 -0.51
H -1.873 -1.255 1.927 0.30
H -2.592 0.335 2.044 0.25
H -1.640 -0.212 3.370 0.36
H 0.267 0.185 2.334 0.36
H -0.360 -1.205 0.346 0.27
H 1.672 0.995 0.565 0.32
H 1.665 -0.134 -0.798 0.37
H 3.072 -0.811 1.172 0.21
H 1.840 -1.903 0.962 0.17
H -1.954 0.419 -0.432 0.30
H -0.673 1.597 -0.673 0.35
H -0.416 -1.156 -1.992 0.30
H -1.595 -0.116 -2.637 0.40
H -0.033 1.012 -3.736 0.23
H 1.034 1.088 -2.460 0.22
```

Properties
* molecular weight: 117.20 g/mol
* energy: -9898.1340 eV
* highest occupied orbital energy: -8.7 eV
* gap between HOMO and LUMO: 9.86 eV
* SMILES: CN[C@H](CN)CCN
* energy relative to the best compared isomer or geometry (same formula, charge and spin): 23.5 kcal/mol
* max |F|: 0.0206 Eh/bohr
* charge: 0
* LUMO energy: 1.16 eV

Record 3
C22H44GaN3OP2 | wB97M-V/def2-TZVPD

```
73
Properties=species:S:1:pos:R:3:mulliken_charge:R:1
Ga 0.131 0.029 -0.482 0.90
P 0.202 -2.345 -0.970 0.46
P 0.190 2.421 -0.728 0.49
N 0.045 0.137 -2.861 -0.08
C 0.277 -2.348 -2.800 -1.07
H 0.968 -3.137 -3.126 0.37
H -0.704 -2.626 -3.216 0.51
C 0.734 -1.040 -3.418 -1.25
H 1.821 -0.883 -3.274 0.40
H 0.553 -1.033 -4.497 0.56
C 0.724 1.380 -3.295 -1.26
H 0.537 1.475 -4.368 0.57
H 1.811 1.210 -3.171 0.41
C 0.259 2.607 -2.546 -1.09
H -0.724 2.917 -2.928 0.51
H 0.942 3.428 -2.789 0.37
C 1.694 3.272 -0.089 0.38
C 1.999 2.918 1.361 -1.10
H 2.893 3.464 1.694 0.52
H 2.207 1.857 1.509 0.10
H 1.191 3.196 2.044 0.19
C -1.320 3.315 -0.136 0.63
C -1.342 3.526 1.385 -1.48
H -2.352 3.850 1.679 0.50
H -0.654 4.318 1.706 0.28
H -1.122 2.614 1.954 0.18
C -1.314 -3.285 -0.478 0.63
C -1.346 -3.637 1.015 -1.50
H -2.355 -3.989 1.271 0.50
H -1.131 -2.783 1.669 0.19
H -0.657 -4.453 1.265 0.28
C 1.704 -3.260 -0.420 0.39
C 2.006 -3.052 1.059 -1.11
H 2.896 -3.633 1.340 0.52
H 1.195 -3.390 1.710 0.19
H 2.220 -2.012 1.310 0.11
C 1.853 0.007 -0.290 0.85
O 3.042 0.018 -0.368 -0.36
C -1.616 4.625 -0.884 -1.40
H -0.888 5.408 -0.631 0.26
H -1.628 4.485 -1.971 0.32
H -2.615 4.967 -0.577 0.46
C -1.611 -4.516 -1.347 -1.38
H -2.611 -4.884 -1.076 0.46
H -1.621 -4.274 -2.416 0.31
H -0.886 -5.320 -1.168 0.26
C 1.690 -4.751 -0.776 -1.56
H 2.693 -5.159 -0.593 0.48
H 0.984 -5.310 -0.149 0.27
H 1.454 -4.919 -1.831 0.34
C 1.681 4.790 -0.295 -1.54
H 0.978 5.286 0.386 0.27
H 2.686 5.176 -0.075 0.48
H 1.445 5.063 -1.328 0.35
H 2.506 2.844 -0.695 0.50
H 2.520 -2.776 -0.978 0.49
H -2.133 2.603 -0.367 0.31
H -2.120 -2.549 -0.645 0.30
H -0.925 0.109 -2.172 0.37
H -1.258 0.057 -1.161 -0.64
N -1.903 -0.244 5.280 -0.42
C -1.559 -0.183 3.982 0.83
C -0.189 -0.176 3.616 -0.92
C 0.147 -0.118 2.281 0.37
N -0.820 -0.068 1.340 0.29
C -2.145 -0.070 1.642 -0.04
C -2.539 -0.127 2.971 -1.19
H -1.224 -0.285 6.008 0.21
H -2.894 -0.250 5.558 0.23
H 0.594 -0.220 4.370 0.41
H 1.192 -0.109 1.946 -0.10
H -2.858 -0.027 0.825 0.42
H -3.599 -0.132 3.207 0.45
```

Properties
* molecular weight: 498.28 g/mol
* energy: -100983.1996 eV
* highest occupied orbital energy (alpha / beta): -14.0 / -14.0 eV
* gap between HOMO and LUMO (alpha / beta): 6.59 / 6.59 eV
* energy relative to the best compared isomer or geometry (same formula, charge and spin): 69.3 kcal/mol
* max |F|: 0.2815 Eh/bohr
* charge: +2
* LUMO energy (alpha / beta): -7.43 / -7.43 eV

Which of these has the lowest max |F|?
C5H15N3